# H18Na2O13S

A molecular structure, H18Na2O13S at a distorted geometry (wB97M-V/def2-TZVPD, the OMol25 dataset).

```
34
H18Na2O13S, DFT wB97M-V/def2-TZVPD
Na -2.20 2.15 2.23
Na -2.82 -1.56 1.13
S -0.62 0.21 0.44
O 0.31 0.39 -0.67
O -0.65 -1.22 0.86
O -0.20 1.03 1.60
O -2.01 0.57 0.05
O -0.34 3.49 -1.72
H -0.22 2.53 -1.68
H 0.12 3.83 -0.95
O -0.15 -3.13 -1.09
H -0.13 -2.55 -0.31
H -0.95 -3.66 -0.99
O 1.08 0.51 3.98
H 0.76 0.86 3.13
H 0.44 0.79 4.63
O -3.45 -0.22 -2.14
H -3.19 0.30 -2.90
H -2.92 0.13 -1.41
O 2.81 -0.90 -0.34
H 1.90 -0.61 -0.19
H 2.92 -1.69 0.18
O 1.14 3.39 1.95
H 2.04 3.28 2.27
H 0.88 2.51 1.66
O 0.11 0.75 -3.45
H -0.77 0.72 -3.84
H 0.02 0.40 -2.56
O 1.60 -2.42 -3.30
H 1.06 -2.66 -2.54
H 1.88 -1.52 -3.12
O 0.50 -2.28 3.15
H 0.82 -1.53 3.66
H 0.25 -1.90 2.29
```

Summary:
**ΔE to the lowest compared entry with this formula, charge and spin**: 0.0 kcal per mole
**HOMO-LUMO gap**: 0.2586 hartree
**Lowest unoccupied orbital energy**: -2.46 eV
**HOMO level**: -9.499 eV
**Net charge**: 0
**Energy**: -46581.399 eV

---

# H18O9

9 unconnected molecules or ions with the total composition H18O9 (wB97M-V/def2-TZVPD, the OMol25 dataset).

```
27
H18O9, DFT wB97M-V/def2-TZVPD
O -0.86 -1.77 1.65
H -0.97 -2.55 1.10
H -1.65 -1.25 1.49
O -0.82 1.65 1.76
H -0.93 0.79 1.38
H -1.25 1.60 2.62
O -0.90 0.99 -3.54
H -1.14 0.07 -3.67
H -1.34 1.46 -4.25
O 1.91 -3.28 2.07
H 1.94 -2.43 1.63
H 1.91 -3.06 3.00
O -3.20 2.05 -2.08
H -3.63 1.50 -2.74
H -2.27 1.80 -2.13
O 2.96 0.42 -0.44
H 2.00 0.52 -0.51
H 3.09 -0.06 0.38
O 1.51 2.07 -2.81
H 0.65 1.73 -3.09
H 1.41 2.20 -1.86
O 0.27 -0.23 -0.38
H -0.44 -0.01 -0.99
H -0.10 -0.88 0.22
O 0.72 -1.39 3.99
H 0.80 -0.43 4.07
H 0.31 -1.52 3.12
```

Summary:
**ΔE to the lowest compared entry with this formula, charge and spin**: 62.6 kcal per mole
**HOMO-LUMO gap**: 0.3687 hartree
**Lowest unoccupied orbital energy**: -0.66 eV
**HOMO level**: -10.689 eV
**SMILES**: O.O.O.O.O.O.O.O.O
**Net charge**: 0
**Energy**: -18719.423 eV

---

# H18O9

A molecular structure, H18O9 at a distorted geometry (wB97M-V/def2-TZVPD, the OMol25 dataset).

```
27
H18O9, DFT wB97M-V/def2-TZVPD
O 0.25 -2.51 -2.04
H -0.41 -3.21 -2.11
H -0.20 -1.80 -1.57
O -1.16 -2.06 0.95
H -1.37 -1.58 0.15
H -0.73 -2.85 0.66
O 1.75 2.25 0.55
H 0.83 2.31 0.27
H 1.85 2.98 1.17
O -0.17 1.63 1.69
H -0.34 1.01 2.41
H 0.20 2.40 2.13
O 0.34 -0.34 -0.13
H 0.11 0.58 0.03
H -0.50 -0.79 -0.18
O -0.95 1.39 0.00
H -0.69 1.66 0.88
H -1.84 1.06 0.10
O 1.82 0.50 1.86
H 2.04 -0.23 1.28
H 1.28 1.08 1.32
O 1.26 0.15 -1.95
H 0.45 0.61 -2.19
H 1.11 -0.16 -1.06
O -1.54 -1.22 -1.06
H -2.04 -2.01 -1.23
H -1.37 -0.84 -1.92
```

Summary:
**ΔE to the lowest compared entry with this formula, charge and spin**: 330.6 kcal per mole
**HOMO-LUMO gap**: 0.3155 hartree
**Lowest unoccupied orbital energy**: -0.31 eV
**HOMO level**: -8.895 eV
**Net charge**: 0
**Energy**: -18707.801 eV